Entry 1:
Molecular formula: C20H40IInO40S10
Method: DFT, wB97M-V/def2-TZVPD

Computed properties:
HOMO level: -14.7516 eV
calculated total energy: -224879.8199 eV
Kohn-Sham gap: 0.0851 hartree
net charge: +2
E_LUMO: -12.436 eV

Each line ends with the Löwdin charge.
Geometry (Å):
In (-0.07674, -2.96594, 2.24251)  1.17
I (-0.25116, -0.06022, 0.01272)  0.82
C (3.42625, 0.90805, -3.06649)  -0.17
C (1.98212, 1.39566, -2.65763)  -0.17
O (1.73772, 2.60473, -3.40897)  -0.23
S (3.20732, 3.19086, -4.02618)  0.79
O (3.93654, 3.94644, -2.99902)  -0.21
O (2.99706, 3.71585, -5.40624)  -0.22
O (3.82453, 1.68355, -4.14959)  -0.16
H (3.45571, -0.13106, -3.39435)  0.13
H (4.10222, 0.95559, -2.21272)  0.12
H (1.89713, 1.74547, -1.62880)  0.09
H (1.25785, 0.63670, -2.95347)  0.09
C (0.25651, -2.91548, -4.39376)  -0.26
C (0.62923, -4.35285, -4.38358)  -0.18
O (1.14823, -4.70264, -3.08991)  -0.17
S (1.77477, -3.20623, -2.54373)  0.78
O (3.04131, -2.88855, -3.24481)  -0.22
O (1.70867, -3.15875, -1.04884)  -0.33
O (0.50610, -2.37335, -3.16931)  -0.22
H (-0.81184, -2.81794, -4.58667)  0.12
H (0.76654, -2.37370, -5.19028)  0.15
H (1.19550, -4.75274, -5.22472)  0.15
H (-0.35080, -4.82505, -4.45183)  0.12
C (5.59977, -1.71604, 2.73475)  -0.11
C (5.62812, -2.64518, 1.48177)  -0.10
O (5.11701, -1.76478, 0.47346)  -0.21
S (3.92770, -0.79212, 1.01527)  0.67
O (2.70328, -1.51867, 1.32468)  -0.36
O (3.94222, 0.39607, 0.18479)  -0.21
O (4.79910, -0.59786, 2.33419)  -0.20
H (6.53708, -1.43424, 3.21448)  0.15
H (5.02852, -2.15775, 3.55124)  0.11
H (4.85946, -3.41460, 1.55433)  0.13
H (6.57092, -3.00588, 1.07053)  0.15
C (-3.71106, -6.53626, -2.03685)  -0.12
C (-2.30598, -7.13238, -2.08550)  -0.22
O (-1.34876, -6.21427, -1.78692)  -0.16
S (-2.10129, -4.69515, -1.51060)  0.76
O (-2.08347, -3.94168, -2.75764)  -0.22
O (-1.52645, -4.16537, -0.26240)  -0.34
O (-3.47618, -5.47260, -1.14789)  -0.24
H (-4.42005, -7.13126, -1.46118)  0.15
H (-4.19016, -6.12497, -2.92534)  0.14
H (-2.05930, -7.56755, -3.05394)  0.14
H (-2.14310, -7.97499, -1.41351)  0.14
C (-5.74137, -3.37545, -0.00480)  -0.14
C (-4.80716, -2.79149, -1.04757)  -0.22
O (-3.93020, -1.87119, -0.45615)  -0.22
S (-4.29336, -1.60437, 1.14556)  0.75
O (-4.60185, -0.18443, 1.25078)  -0.23
O (-3.24059, -2.26339, 1.97223)  -0.34
O (-5.66459, -2.50318, 1.12708)  -0.16
H (-5.38755, -4.38550, 0.20188)  0.12
H (-6.75631, -3.48325, -0.38741)  0.15
H (-5.43078, -2.18088, -1.70054)  0.14
H (-4.44581, -3.56671, -1.72326)  0.10
C (-1.45864, 4.61686, -1.11023)  -0.17
C (-0.65826, 3.72867, -2.06600)  -0.20
O (0.21500, 4.66639, -2.53827)  -0.18
S (0.68217, 5.88336, -1.50632)  0.79
O (0.46343, 7.22753, -2.04856)  -0.19
O (1.92088, 5.56282, -0.73170)  -0.24
O (-0.56408, 5.52207, -0.53822)  -0.19
H (-1.97624, 4.16054, -0.26645)  0.12
H (-2.23064, 5.09975, -1.70934)  0.15
H (-1.19063, 3.31850, -2.92415)  0.14
H (-0.17874, 2.91149, -1.52713)  0.09
C (-3.57663, 2.05563, 3.51953)  -0.14
C (-2.47918, 2.41754, 2.52775)  -0.20
O (-1.36626, 1.75034, 3.00215)  -0.26
S (-1.55075, 0.76514, 4.34904)  0.71
O (-0.94535, 1.40387, 5.46169)  -0.19
O (-1.14067, -0.60082, 4.04981)  -0.34
O (-3.19978, 0.96108, 4.37461)  -0.17
H (-4.40431, 1.54036, 3.03214)  0.11
H (-4.03368, 2.89133, 4.04945)  0.14
H (-2.15417, 3.45037, 2.40229)  0.13
H (-2.66636, 2.08898, 1.50544)  0.10
C (-1.97300, 0.66079, -3.43124)  -0.24
C (-2.66060, -0.68586, -3.50359)  -0.20
O (-3.08293, -0.99406, -4.81007)  -0.16
S (-2.63383, 0.25910, -5.74948)  0.69
O (-3.62323, 0.57417, -6.71694)  -0.18
O (-1.33500, -0.04847, -6.29625)  -0.22
O (-2.57806, 1.30386, -4.48436)  -0.17
H (-0.90901, 0.68391, -3.66679)  0.11
H (-2.23094, 1.28268, -2.57403)  0.12
H (-3.53023, -0.62296, -2.84944)  0.13
H (-2.06253, -1.53141, -3.16380)  0.10
C (2.37632, 2.05320, 5.86776)  -0.19
C (1.98631, 1.10808, 7.06716)  -0.11
O (1.47914, 0.03609, 6.29981)  -0.24
S (2.41003, -0.39023, 4.97050)  0.76
O (1.66348, -0.62752, 3.78184)  -0.33
O (3.35732, -1.41401, 5.43246)  -0.23
O (2.95553, 1.23729, 4.89579)  -0.20
H (3.13454, 2.81648, 6.04271)  0.12
H (1.63354, 2.67047, 5.36243)  0.10
H (1.25741, 1.48181, 7.78628)  0.14
H (2.81407, 0.67278, 7.62700)  0.13
C (2.14360, 3.91357, 2.50509)  -0.15
C (0.91877, 4.75044, 2.98383)  -0.19
O (1.50789, 5.90023, 3.50986)  -0.19
S (2.81791, 5.54463, 4.45152)  0.79
O (2.33560, 5.15524, 5.78327)  -0.25
O (3.75617, 6.69263, 4.36403)  -0.22
O (3.18902, 4.27070, 3.41003)  -0.21
H (2.54577, 4.32281, 1.57833)  0.12
H (1.90625, 2.85876, 2.36675)  0.12
H (0.31507, 4.30500, 3.77454)  0.12
H (0.20001, 4.89701, 2.17760)  0.12



Entry 2:
Molecular formula: C7H12
Method: DFT, wB97M-V/def2-TZVPD

Computed properties:
HOMO level: -9.7572 eV
calculated total energy: -7452.1595 eV
Kohn-Sham gap: 0.4013 hartree
net charge: 0
SMILES: CC1CC2(CC2)C1
energy relative to the best compared isomer or geometry (same formula, charge and spin): 122.7 kJ/mol
E_LUMO: 1.162 eV

Each line ends with the Löwdin charge.
Geometry (Å):
C (-2.50058, 0.35535, 0.10635)  -0.09
C (-1.24349, -0.48949, -0.01449)  -0.34
C (-0.22808, -0.05968, -1.11132)  -0.08
C (0.86578, -0.03535, -0.04147)  -0.44
C (2.22422, -0.64501, -0.18748)  -0.09
C (2.07810, 0.82685, 0.09680)  -0.09
C (-0.15394, -0.27460, 1.06942)  -0.08
H (-3.16028, 0.21460, -0.75795)  0.08
H (-2.24204, 1.42067, 0.15978)  0.08
H (-3.06849, 0.10339, 1.00973)  0.08
H (-1.50808, -1.54907, -0.10463)  0.13
H (-0.07245, -0.78440, -1.91843)  0.11
H (-0.45806, 0.91626, -1.55534)  0.11
H (2.51739, -0.92590, -1.19750)  0.10
H (2.61208, -1.29834, 0.59022)  0.10
H (2.33634, 1.55000, -0.67230)  0.10
H (2.29452, 1.15251, 1.11258)  0.10
H (-0.33281, 0.63092, 1.66383)  0.11
H (0.03988, -1.10873, 1.75219)  0.11



Entry 3:
Molecular formula: C28H33N3O7PS3W
Method: DFT, wB97M-V/def2-TZVPD

Computed properties:
HOMO level (spin up / spin down): -6.9722 / -7.0564 eV
calculated total energy: -91997.0057 eV
Kohn-Sham gap (spin up / spin down): 0.2195 / 0.1964 hartree
net charge: 0
multiplicity: 2
energy relative to the best compared isomer or geometry (same formula, charge and spin): 341.0 kJ/mol
E_LUMO (spin up / spin down): -1.000 / -1.712 eV

Each line ends with the Löwdin charge.
Geometry (Å):
W (0.09915, 0.92425, 0.89618)  1.17
O (-0.75385, 1.14926, 2.97950)  -0.09
C (0.52050, 1.00248, 2.99934)  -0.73
O (1.17816, 1.97145, 2.38369)  -0.20
C (1.29255, -0.07922, 3.65202)  -0.20
C (1.26906, -0.28829, 5.01955)  -0.02
C (2.09450, -1.25586, 5.58102)  -0.09
C (2.93141, -1.99849, 4.76097)  -0.09
C (2.93616, -1.80525, 3.38537)  -0.10
C (2.10229, -0.85278, 2.81442)  -0.57
S (1.97383, -0.63840, 1.06404)  0.62
H (0.61483, 0.30829, 5.64294)  0.12
H (2.08307, -1.42587, 6.64921)  0.10
H (3.57295, -2.75538, 5.19468)  0.10
H (3.56079, -2.42280, 2.75163)  0.10
O (-6.53091, -3.51335, 0.44872)  0.12
C (-5.21596, -3.59038, 0.77029)  -0.48
O (-4.75452, -4.62673, 1.14861)  0.13
C (-4.42781, -2.32327, 0.67203)  -0.12
C (-3.30970, -2.21168, 1.40678)  0.00
C (-2.49002, -0.98608, 1.42144)  -0.56
C (-2.85514, 0.04599, 0.43484)  -0.32
C (-4.10575, -0.08012, -0.28322)  -0.01
C (-4.83434, -1.20739, -0.16451)  -0.01
N (-2.02850, 1.08238, 0.33720)  -0.11
C (-2.35348, 2.17601, -0.38400)  -0.06
C (-1.44496, 3.26043, -0.33008)  -0.27
C (-1.63227, 4.44999, -1.03692)  0.00
C (-0.73398, 5.47614, -0.82884)  -0.05
C (0.31190, 5.29290, 0.06677)  -0.03
C (0.46994, 4.06347, 0.68619)  -0.09
N (-0.37943, 3.05631, 0.47535)  -0.01
H (-6.79190, -2.59854, 0.29009)  0.09
H (-3.00391, -3.02919, 2.04862)  0.13
H (-2.59849, -0.51458, 2.41425)  0.13
H (-4.41135, 0.67987, -0.98528)  0.11
H (-5.72112, -1.30620, -0.78195)  0.12
H (-3.28105, 2.26126, -0.92709)  0.12
H (-2.47011, 4.55355, -1.71118)  0.12
H (-0.84984, 6.41520, -1.35397)  0.11
H (1.02157, 6.08022, 0.27609)  0.11
H (1.28369, 3.85190, 1.35919)  0.11
C (-2.40070, -2.17885, -5.06299)  -0.08
C (-2.90895, -1.45492, -3.83540)  -0.34
O (-1.90266, -0.58766, -3.30017)  -0.40
P (-1.21006, -1.10973, -1.90292)  0.57
S (0.15651, 0.45101, -1.59402)  0.35
S (-0.68656, -1.33074, 1.33686)  0.63
O (-0.33866, -2.33083, -2.55482)  -0.39
C (0.55332, -3.04579, -1.68925)  -0.34
C (1.09877, -4.23002, -2.44842)  -0.08
H (-3.18543, -2.80828, -5.48776)  0.08
H (-1.54705, -2.80371, -4.80607)  0.07
H (-2.09006, -1.46085, -5.82243)  0.08
H (-3.23399, -2.17081, -3.06958)  0.09
H (-3.76870, -0.82711, -4.08328)  0.11
H (0.01785, -3.36062, -0.78886)  0.09
H (1.35326, -2.37043, -1.37339)  0.07
H (0.30631, -4.93337, -2.70643)  0.08
H (1.83551, -4.75732, -1.84004)  0.08
H (1.58508, -3.90760, -3.36970)  0.08
C (4.33184, 1.90995, 1.45594)  -0.03
N (4.35169, 1.85217, 0.00084)  -0.13
C (5.64108, 1.57334, -0.60292)  -0.04
C (3.21969, 1.91400, -0.72156)  -0.50
C (3.33641, 1.77152, -2.21788)  -0.01
O (2.10839, 2.10959, -0.20842)  -0.17
H (5.00387, 2.70294, 1.79298)  0.09
H (4.67394, 0.95991, 1.87156)  0.09
H (3.32183, 2.09170, 1.80247)  0.06
H (6.41659, 2.01633, 0.02048)  0.09
H (5.71836, 2.00873, -1.59537)  0.08
H (5.82978, 0.49830, -0.67036)  0.10
H (3.89137, 0.87562, -2.49650)  0.09
H (3.85122, 2.63118, -2.65255)  0.09
H (2.33218, 1.71085, -2.62399)  0.03



Entry 4:
Molecular formula: C4H4S2
Method: DFT, wB97M-V/def2-TZVPD

Computed properties:
HOMO level: -9.2147 eV
calculated total energy: -25880.4732 eV
Kohn-Sham gap: 0.3390 hartree
net charge: 0
energy relative to the best compared isomer or geometry (same formula, charge and spin): 217.0 kJ/mol
E_LUMO: 0.011 eV

Each line ends with the Löwdin charge.
Geometry (Å):
C (1.15492, 0.40104, -0.09152)  -0.30
C (-3.16058, 0.26108, 0.03847)  -1.32
C (1.00064, 1.28124, 0.87473)  -0.05
C (0.96651, -0.52356, -0.98056)  -0.11
S (-4.66256, -0.02614, 0.35806)  0.71
S (-1.64198, 0.48355, -0.28137)  0.83
H (1.78045, 1.73697, 1.44926)  0.05
H (-0.09553, 1.36008, 1.19720)  0.02
H (0.59869, -1.52512, -0.59961)  0.09
H (0.88768, -0.30514, -2.08294)  0.09